Record 1
{
  "formula": "C46H110BF4N9O5",
  "method": "the ωB97M-V functional and the def2-TZVPD basis",
  "homo_energy_ev": -12.057,
  "orbital_gap_ev": 2.77,
  "e_lumo_ha": -0.3412,
  "molar_mass_g_mol": 956.25,
  "energy_ha": -3109.63066,
  "charge": 6,
  "species": ["C", "N", "C", "C", "C", "C", "O", "H", "H", "H", "H", "H", "H", "H", "H", "H", "H", "H", "H", "H", "H", "C", "N", "C", "C", "C", "C", "O", "H", "H", "H", "H", "H", "H", "H", "H", "H", "H", "H", "H", "H", "H", "C", "C", "N", "C", "C", "N", "C", "C", "H", "H", "H", "H", "H", "H", "H", "H", "H", "H", "H", "C", "C", "N", "C", "C", "N", "C", "C", "H", "H", "H", "H", "H", "H", "H", "H", "H", "H", "H", "C", "C", "N", "C", "C", "C", "C", "C", "O", "C", "H", "H", "H", "H", "H", "H", "H", "H", "H", "H", "H", "H", "H", "H", "H", "H", "H", "H", "H", "H", "C", "C", "N", "C", "C", "C", "C", "C", "O", "C", "H", "H", "H", "H", "H", "H", "H", "H", "H", "H", "H", "H", "H", "H", "H", "H", "H", "H", "H", "H", "C", "C", "N", "C", "C", "C", "C", "C", "O", "C", "H", "H", "H", "H", "H", "H", "H", "H", "H", "H", "H", "H", "H", "H", "H", "H", "H", "H", "H", "H", "B", "F", "F", "F", "F"],
  "coordinates": [[4.782, -10.878, -7.550], [3.505, -10.569, -6.863], [2.400, -11.224, -7.464], [3.662, -11.099, -5.466], [3.300, -9.141, -6.866], [2.117, -8.534, -6.124], [2.317, -8.680, -4.714], [4.767, -10.283, -8.439], [4.835, -11.926, -7.786], [5.505, -10.507, -6.889], [1.531, -10.765, -7.012], [2.385, -12.330, -7.372], [2.333, -10.950, -8.518], [4.033, -10.295, -4.892], [4.296, -11.955, -5.622], [2.677, -11.321, -5.106], [3.060, -8.922, -7.920], [4.214, -8.635, -6.614], [1.145, -8.808, -6.492], [2.183, -7.505, -6.462], [1.801, -8.029, -4.192], [-0.880, 1.031, 7.949], [-2.189, 1.329, 8.556], [-2.064, 1.557, 10.022], [-2.662, 2.572, 7.855], [-3.064, 0.205, 8.328], [-4.572, 0.437, 8.624], [-5.175, 1.117, 7.508], [-0.231, 1.886, 8.173], [-0.996, 0.959, 6.864], [-0.557, 0.099, 8.405], [-1.383, 2.401, 10.194], [-1.664, 0.660, 10.442], [-3.047, 1.758, 10.456], [-3.681, 2.665, 8.142], [-2.604, 2.377, 6.794], [-1.969, 3.379, 8.111], [-2.635, -0.707, 8.727], [-3.131, 0.008, 7.290], [-4.860, 0.862, 9.559], [-4.935, -0.606, 8.668], [-6.089, 0.935, 7.650], [3.559, -4.946, 3.588], [4.758, -5.264, 4.520], [4.404, -6.237, 5.610], [3.293, -6.265, 6.362], [3.396, -7.400, 7.212], [4.572, -7.978, 6.875], [5.183, -7.237, 5.979], [5.089, -9.240, 7.440], [3.354, -5.780, 2.869], [3.734, -4.005, 3.017], [2.655, -4.767, 4.161], [5.145, -4.291, 4.897], [5.585, -5.687, 3.933], [2.527, -5.527, 6.347], [2.848, -7.778, 8.099], [6.158, -7.497, 5.615], [4.637, -10.110, 6.963], [5.061, -9.130, 8.479], [6.139, -9.446, 7.279], [6.664, 1.695, 5.565], [6.482, 2.026, 4.014], [7.587, 1.616, 3.085], [8.754, 2.269, 3.021], [9.538, 1.627, 2.019], [8.803, 0.720, 1.484], [7.514, 0.697, 2.139], [9.298, -0.314, 0.433], [5.736, 1.934, 6.111], [7.535, 2.255, 5.961], [6.857, 0.558, 5.679], [6.307, 3.097, 3.930], [5.671, 1.447, 3.638], [8.884, 3.161, 3.666], [10.622, 1.827, 1.807], [6.643, -0.032, 1.935], [10.244, 0.051, 0.108], [8.610, -0.190, -0.466], [9.243, -1.365, 0.773], [-1.277, 6.508, 2.690], [-1.578, 6.698, 1.228], [-0.667, 7.774, 0.408], [0.594, 6.924, 0.131], [-1.219, 8.073, -0.942], [-1.648, 6.822, -1.734], [-0.264, 9.083, 1.056], [-1.342, 10.048, 1.506], [-1.520, 11.033, 0.484], [-2.142, 12.110, 0.635], [-0.267, 6.107, 2.858], [-2.091, 5.856, 3.168], [-1.394, 7.264, 3.516], [-2.629, 6.874, 1.059], [-1.207, 5.794, 0.674], [0.364, 5.964, -0.250], [1.235, 7.050, 1.008], [1.152, 7.378, -0.691], [-0.358, 8.696, -1.326], [-2.123, 8.717, -0.881], [-2.017, 7.039, -2.726], [-2.613, 6.401, -1.510], [-1.025, 5.908, -1.774], [0.490, 9.649, 0.443], [0.242, 8.847, 2.031], [-0.892, 10.654, 2.300], [-2.393, 9.716, 1.870], [0.809, 15.093, -2.376], [-2.982, 12.096, 1.343], [-1.858, 12.976, -0.098], [3.175, 2.827, -12.109], [1.934, 2.373, -11.371], [1.143, 3.563, -10.637], [2.065, 4.351, -9.790], [0.531, 4.580, -11.658], [-0.253, 4.050, -12.890], [0.036, 2.978, -9.827], [0.447, 1.927, -8.842], [-0.742, 1.940, -7.919], [-0.787, 1.189, -6.825], [2.940, 3.616, -12.840], [3.473, 1.932, -12.638], [4.017, 3.162, -11.543], [2.138, 1.765, -10.543], [1.256, 1.864, -12.037], [2.847, 4.815, -10.379], [2.620, 3.616, -9.192], [1.559, 5.149, -9.321], [1.455, 5.074, -11.959], [-0.107, 5.340, -11.172], [0.208, 3.185, -13.255], [-0.234, 4.851, -13.628], [-1.298, 3.863, -12.666], [-0.789, 2.662, -10.494], [-0.410, 3.780, -9.171], [1.362, 2.125, -8.244], [0.519, 0.856, -9.260], [-1.828, 1.099, -6.384], [-0.304, 1.917, -6.016], [-0.040, 0.354, -6.888], [-9.917, -2.902, 0.817], [-9.169, -1.584, 1.138], [-9.100, -1.067, 2.523], [-8.222, 0.132, 2.376], [-10.507, -0.513, 2.833], [-10.718, -0.119, 4.339], [-8.688, -2.038, 3.616], [-7.654, -3.024, 3.101], [-6.384, -2.255, 3.263], [-5.324, -2.750, 2.627], [-9.668, -3.647, 1.567], [-9.576, -3.287, -0.113], [-11.010, -2.778, 0.752], [-9.661, -0.771, 0.641], [-8.232, -1.632, 0.642], [-7.215, -0.150, 2.250], [-8.347, 0.726, 3.277], [-8.513, 0.644, 1.452], [-11.160, -1.289, 2.456], [-10.704, 0.340, 2.246], [-11.722, 0.370, 4.473], [-10.010, 0.642, 4.697], [-10.691, -0.951, 5.057], [-9.549, -2.567, 3.988], [-8.296, -1.375, 4.340], [-7.756, -3.241, 2.032], [-7.594, -3.999, 3.598], [-5.389, -2.694, 1.561], [-5.290, -3.862, 2.850], [-4.468, -2.168, 2.927], [4.487, -0.689, 2.757], [4.928, -0.747, 4.104], [3.339, -1.378, 2.599], [4.259, 0.699, 2.476], [5.659, -1.100, 2.027]],
  "forces_ev_per_a": [[-1.100, 0.581, -0.796], [1.318, -1.226, 1.539], [-2.220, -0.916, -1.553], [-0.577, -0.141, -0.954], [-1.432, 1.483, -1.448], [1.118, 0.550, 0.745], [-0.603, 0.456, -0.163], [0.309, 0.116, -0.778], [0.181, -0.350, 0.138], [1.543, 0.088, 0.621], [-0.477, -0.582, 0.143], [0.270, 0.843, 0.174], [0.233, -0.193, -0.096], [0.936, 0.418, 0.865], [0.100, -0.384, 0.881], [-0.298, -0.398, 0.357], [0.391, 0.232, 0.159], [0.397, 0.096, 0.324], [-0.514, -0.837, 0.125], [0.133, 0.556, 0.316], [0.329, -0.548, -0.701], [0.587, 0.060, 0.272], [0.620, 1.282, -0.277], [0.015, 0.813, 0.009], [0.475, -0.514, 0.269], [-2.375, -0.275, -0.169], [0.689, -1.820, -0.810], [1.312, -0.317, 0.774], [0.155, -0.486, 0.025], [0.021, -0.237, 0.303], [0.549, 0.079, -0.237], [-0.246, -0.257, 0.006], [0.309, -0.512, 0.423], [0.269, 0.057, -0.188], [-0.678, 0.929, 0.164], [-0.136, -0.007, -0.242], [-0.520, -0.049, 0.140], [-0.097, 0.093, 0.742], [0.393, 0.006, -1.370], [0.164, 0.679, 0.738], [-0.148, 0.337, -0.050], [-1.342, 0.157, -0.281], [0.273, -0.407, -0.492], [-0.209, 0.936, -0.706], [1.045, 1.140, -1.115], [-0.898, -2.135, 2.478], [-0.826, 1.708, -0.448], [0.892, -0.731, 0.469], [0.795, -0.875, -0.731], [0.528, -0.148, -1.234], [0.202, 0.680, 0.639], [0.133, -0.733, 0.411], [-0.100, 0.001, 0.109], [-0.362, -0.856, 0.437], [-0.315, -0.159, 0.360], [-0.247, 0.309, -0.186], [0.097, 0.474, -1.135], [0.119, 0.201, -0.397], [-0.693, 0.229, 0.569], [-0.793, -0.460, 1.645], [0.468, 0.853, -0.620], [1.097, -1.567, -1.412], [0.278, -0.769, 1.281], [-0.907, 0.610, 0.334], [2.395, 0.531, -0.450], [2.121, 4.339, 3.334], [-4.117, -4.456, -1.016], [1.876, -1.161, -1.668], [-2.796, 1.398, -0.271], [0.463, 0.066, -0.392], [-0.617, -0.332, 0.017], [-0.312, 1.916, -0.127], [0.112, -0.055, -0.436], [-0.853, 0.145, 0.013], [0.414, -0.952, -0.668], [-1.490, -0.293, -0.042], [1.733, 1.355, 0.254], [0.860, -0.184, 0.080], [0.773, -0.289, 1.213], [0.285, 0.866, 0.166], [-0.495, -0.339, 2.530], [1.260, 0.433, -0.768], [0.158, -1.824, 0.470], [0.893, 2.807, 0.208], [-0.469, 0.376, -0.874], [-0.214, -0.706, -0.448], [0.527, -0.393, 1.843], [-1.643, 1.272, 0.315], [2.543, -3.468, -1.844], [-1.814, 4.337, -0.520], [-0.514, -0.270, -0.050], [1.303, -0.013, -1.275], [0.230, 0.570, -1.644], [-0.139, 0.397, -0.365], [-1.241, 0.712, 0.826], [-0.264, -0.945, 0.460], [-0.214, -0.848, -0.056], [-0.116, 0.380, 0.121], [-1.319, -0.801, -0.568], [0.722, -0.181, 0.303], [1.098, 0.756, -0.796], [-0.565, 0.075, 1.613], [0.261, 0.958, -0.127], [-0.848, -0.784, 0.234], [-0.203, -0.288, -1.040], [-0.094, -0.456, 0.440], [1.805, -0.114, -0.604], [-0.186, -0.274, 0.242], [0.363, 0.626, -0.198], [-0.803, -1.778, 1.549], [-0.946, 0.131, -0.747], [-0.399, 2.543, 0.335], [-1.041, -0.028, -1.733], [1.594, -1.493, -0.661], [0.362, 0.029, -0.624], [0.066, 1.236, 1.681], [-0.885, 1.184, 0.461], [-1.687, -2.643, 1.964], [0.396, 1.923, -5.072], [2.314, 0.928, 4.728], [0.076, -0.439, 0.064], [0.348, -0.074, -0.431], [0.317, 0.095, 0.745], [0.570, -1.128, 0.947], [-0.430, 0.066, -0.031], [-0.094, -0.001, -0.516], [-0.466, 0.629, 0.555], [-0.720, 0.432, 1.023], [-0.343, 0.224, -0.416], [0.511, -0.596, 0.499], [0.525, -1.207, -0.965], [0.122, -0.132, -0.082], [-0.075, -0.170, 0.125], [0.688, -0.116, 0.270], [0.559, -0.472, -0.903], [-0.450, 0.151, -0.432], [-0.026, 1.575, 0.455], [1.147, -0.776, -1.205], [-0.560, -1.674, -0.566], [-1.448, -0.129, 0.335], [-0.482, 0.822, 1.482], [-1.581, -1.117, -1.380], [-0.901, 0.706, -0.320], [-0.517, 0.311, 0.453], [0.114, -1.013, 2.185], [-0.760, 0.123, -0.252], [0.008, -0.702, -1.714], [2.297, 1.586, -0.168], [-4.140, 0.755, 1.463], [1.441, -2.900, -0.575], [-0.335, -0.246, 0.026], [0.306, -0.131, -0.833], [0.439, -0.084, 0.149], [-0.454, 0.280, -0.593], [1.342, 0.022, 0.305], [1.172, -0.584, 0.136], [0.109, 0.298, -0.188], [-0.199, 0.171, 0.573], [-0.438, -0.202, 0.499], [0.278, 1.032, -0.905], [0.871, -0.601, -0.433], [0.006, -0.212, -0.334], [-0.026, 0.136, -0.451], [-0.502, 0.065, -0.017], [0.565, 0.093, 1.174], [-0.071, 0.045, 0.263], [-0.103, 0.355, 0.391], [-0.172, 0.204, -1.133], [0.918, 0.995, -0.101], [0.578, -0.274, 0.263], [1.010, 1.796, 1.484], [-0.235, -0.239, 0.142], [-0.419, -0.998, -0.647], [-0.012, -0.586, -0.468], [-1.632, -1.244, -0.661]]
}

---

Record 2
{
  "formula": "C15H23O4Re",
  "method": "the ωB97M-V functional and the def2-TZVPD basis",
  "homo_energy_ev": [-19.417, -19.635],
  "orbital_gap_ev": [7.62, 7.94],
  "de_lowest_ev": 0.0000,
  "e_lumo_ha": [-0.4335, -0.4298],
  "molar_mass_g_mol": 453.55,
  "energy_ha": -963.40465,
  "charge": 3,
  "spin_multiplicity": 2,
  "species": ["Re", "C", "C", "O", "C", "C", "O", "C", "C", "O", "C", "C", "O", "H", "H", "H", "H", "H", "H", "H", "H", "H", "H", "H", "H", "H", "H", "H", "H", "C", "C", "C", "C", "C", "C", "C", "H", "H", "H", "H", "H", "H", "H"],
  "coordinates": [[0.267, -0.199, -0.701], [-2.011, 1.287, -1.607], [-2.701, 0.138, -0.891], [-1.684, -0.855, -0.453], [-1.933, -1.418, 0.902], [-0.593, -1.630, 1.568], [0.152, -0.372, 1.341], [1.550, -0.310, 1.827], [2.048, 1.043, 1.388], [1.677, 1.226, -0.034], [1.297, 2.625, -0.357], [0.102, 2.632, -1.294], [-0.771, 1.532, -0.852], [-2.630, 2.184, -1.576], [-1.732, 1.057, -2.630], [-3.413, -0.358, -1.548], [-3.211, 0.486, 0.004], [-2.473, -2.358, 0.803], [-2.537, -0.697, 1.449], [-0.017, -2.455, 1.139], [-0.717, -1.802, 2.638], [2.104, -1.145, 1.390], [1.570, -0.397, 2.913], [3.130, 1.111, 1.491], [1.572, 1.838, 1.958], [2.148, 3.122, -0.819], [1.059, 3.115, 0.584], [0.363, 2.435, -2.326], [-0.444, 3.573, -1.219], [1.346, -1.152, -2.094], [0.509, -0.521, -3.105], [0.972, 0.612, -3.826], [0.252, 1.088, -4.897], [-0.944, 0.455, -5.266], [-1.427, -0.654, -4.566], [-0.713, -1.140, -3.491], [2.428, -1.005, -2.080], [1.143, -2.221, -1.905], [1.934, 1.046, -3.573], [0.620, 1.922, -5.480], [-1.493, 0.821, -6.125], [-2.335, -1.145, -4.889], [-1.045, -2.033, -2.972]],
  "forces_ev_per_a": [[-0.701, 0.165, -0.330], [0.021, 0.067, 0.129], [-0.067, -0.005, 0.039], [-0.014, 0.176, 0.121], [0.016, -0.040, -0.006], [-0.063, 0.060, 0.045], [0.202, -0.458, 0.017], [0.002, 0.017, 0.080], [0.104, -0.019, -0.018], [-0.151, 0.076, -0.057], [0.022, 0.003, 0.066], [-0.081, -0.020, 0.147], [0.137, 0.198, -0.251], [-0.005, 0.000, 0.059], [0.006, 0.001, -0.075], [0.015, -0.042, 0.005], [-0.013, 0.017, -0.010], [-0.014, 0.007, -0.055], [0.026, -0.007, 0.040], [-0.007, -0.008, 0.009], [0.004, 0.061, 0.019], [0.009, 0.012, -0.002], [-0.085, 0.011, 0.010], [0.010, 0.022, -0.058], [0.000, -0.035, 0.044], [0.036, -0.037, 0.013], [-0.028, 0.029, -0.024], [0.037, 0.003, -0.173], [0.001, -0.007, 0.072], [1.127, -0.553, 0.542], [-0.443, 0.154, 0.166], [0.050, -0.069, -0.089], [-0.091, 0.016, 0.003], [0.047, -0.055, 0.025], [-0.053, 0.095, -0.044], [0.159, -0.036, -0.083], [-0.065, 0.280, -0.326], [-0.193, -0.018, 0.007], [0.005, -0.013, -0.009], [-0.004, -0.004, 0.012], [0.018, -0.017, -0.013], [0.003, 0.003, 0.000], [0.020, -0.027, -0.045]]
}

---

Record 3
{
  "formula": "C7H15Cl2NO2PS2",
  "method": "the ωB97M-V functional and the def2-TZVPD basis",
  "homo_energy_ev": -13.558,
  "orbital_gap_ev": 8.48,
  "e_lumo_ha": -0.1865,
  "molar_mass_g_mol": 311.22,
  "energy_ha": -2538.78689,
  "charge": 1,
  "species": ["C", "C", "Cl", "C", "Cl", "S", "P", "O", "O", "S", "H", "H", "H", "H", "H", "H", "H", "H", "C", "C", "C", "C", "N", "H", "H", "H", "H", "H", "H", "H"],
  "coordinates": [[3.973, 0.329, 1.890], [2.793, 1.140, 2.578], [3.417, 2.192, 3.956], [1.890, 1.980, 1.559], [1.933, 1.387, -0.150], [0.121, 2.107, 2.194], [-0.861, 0.194, 2.239], [-0.197, -0.913, 3.320], [-0.911, -0.462, 0.675], [-2.671, 0.556, 2.865], [4.397, 0.830, 0.975], [3.557, -0.676, 1.592], [4.778, 0.149, 2.663], [2.096, 0.387, 3.068], [2.300, 3.041, 1.585], [0.266, 2.571, 3.508], [0.610, -1.324, 2.938], [-0.142, -1.076, 0.625], [-1.844, -0.126, -2.206], [-2.753, -0.414, -3.396], [-2.890, -1.910, -3.687], [-1.550, -2.490, -4.005], [-0.507, -2.938, -4.247], [-0.822, -0.468, -2.389], [-1.798, 0.949, -2.015], [-2.216, -0.615, -1.303], [-2.359, 0.101, -4.276], [-3.744, 0.002, -3.197], [-3.557, -2.069, -4.536], [-3.309, -2.433, -2.825]],
  "forces_ev_per_a": [[-0.238, -0.037, 0.405], [-0.210, -1.249, -0.292], [-0.807, -0.488, -1.256], [1.940, 0.780, 0.899], [-0.556, 0.357, 1.465], [0.850, 1.021, -0.792], [-4.439, -3.440, 1.018], [0.669, 1.807, -2.829], [2.130, 1.026, 3.400], [2.103, 0.384, -0.673], [-0.405, -0.413, 1.146], [0.506, 1.043, 0.145], [-0.923, 0.271, -0.971], [1.033, 0.961, -0.348], [-0.816, -1.174, -0.258], [0.084, -0.958, -0.803], [-0.317, -0.105, 0.559], [-0.508, 0.192, -0.684], [-0.041, 0.068, 0.002], [0.112, 0.263, 0.111], [0.700, -0.015, -0.243], [0.520, -0.567, -0.192], [-1.387, 0.710, 0.407], [-0.054, -0.064, -0.037], [-0.033, -0.049, 0.039], [-0.026, 0.036, -0.108], [-0.101, -0.103, -0.005], [0.017, -0.101, -0.072], [0.111, -0.110, 0.036], [0.087, -0.046, -0.068]]
}